1.
Density functional theory data (ωB97M-V/def2-TZVPD) for a 2-piece molecular cluster, C4H10 overall at a distorted geometry.

## Properties
- spin multiplicity = 2
- E (eV) = -4298.154
- total charge = +1
- gap between HOMO and LUMO (spin up / spin down) (Ha) = 0.2756 / 0.1264
- HOMO level (spin up / spin down) (eV) = -13.88 / -13.88

Structure (XYZ):
```
14
Properties=species:S:1:pos:R:3:lowdin_spin:R:1
C 2.8832 -0.7631 -0.1492 0.00
C 2.6557 0.7708 0.0077 0.00
H 2.1874 -1.2256 -0.8506 0.00
H 2.6482 -1.1900 0.7504 0.00
H 3.8367 -0.9113 -0.6763 0.00
H 1.9825 0.9569 0.8011 0.00
H 3.5899 1.2463 0.2880 0.00
H 2.2982 1.2390 -0.9620 0.00
C -3.1169 0.4693 0.5630 0.45
C -3.0686 -0.4869 -0.3527 0.46
H -3.3081 0.2141 1.6108 0.03
H -2.9918 1.5321 0.3334 0.02
H -3.0214 -1.5534 -0.2352 0.03
H -3.3417 -0.2486 -1.4728 0.02
```

***

2.
Density functional theory data (ωB97M-V/def2-TZVPD) for a 2-piece molecular cluster, C4H10B2 overall at a distorted geometry.

## Properties
- E (eV) = -5657.420
- total charge = 0
- gap between HOMO and LUMO (Ha) = 0.2997
- HOMO level (eV) = -8.01

Structure (XYZ):
```
16
Properties=species:S:1:pos:R:3:nbo_charge:R:1
B -0.5463 -0.2441 -2.2925 0.60
B 0.7695 1.4775 2.1630 0.74
C 0.1096 -0.0729 -0.8233 -0.65
C -0.2579 0.9928 -0.1025 -0.21
C -0.3561 -1.6069 -3.0515 -1.02
C 0.4037 0.6342 3.4236 -1.11
H -1.5190 0.6140 -2.4734 -0.08
H 1.3760 2.3893 1.9870 -0.14
H 0.8813 -0.7566 -0.3348 0.21
H -0.8613 1.7448 -0.3638 0.14
H 0.4833 -2.1347 -2.5801 0.23
H -0.4347 -1.7156 -4.1363 0.25
H -1.2072 -2.2735 -2.7994 0.26
H 1.2414 -0.1307 3.4934 0.27
H -0.5074 -0.0293 3.5160 0.26
H 0.4252 1.1117 4.3746 0.25
```

***

3.
Density functional theory data (ωB97M-V/def2-TZVPD) for C4H10BN in the gas phase at a distorted geometry.

## Properties
- SMILES = C[C@H]1CCBN1
- E (eV) = -6476.631
- total charge = 0
- gap between HOMO and LUMO (Ha) = 0.3763
- HOMO level (eV) = -9.44

Structure (XYZ):
```
16
Properties=species:S:1:pos:R:3:nbo_charge:R:1
C 0.1179 0.5451 1.8003 -0.61
C -0.4962 -0.0117 0.5023 -0.03
C -0.2207 0.8209 -0.7024 -0.41
C 0.3450 -0.1212 -1.8260 -0.74
B 0.1885 -1.6071 -1.1590 0.61
N -0.0268 -1.3673 0.2263 -0.83
H -0.1339 1.6036 1.9957 0.22
H 1.2115 0.5430 1.6255 0.21
H -0.1632 -0.1512 2.5193 0.20
H -1.6706 -0.2338 0.6919 0.16
H 0.6041 1.6682 -0.4602 0.20
H -1.2122 1.4255 -0.9470 0.22
H 1.4156 0.1758 -1.8751 0.23
H -0.1187 0.1727 -2.8348 0.23
H 0.1884 -2.6383 -1.7639 -0.07
H -0.2348 -2.1099 0.8926 0.40
```

***

4.
Density functional theory data (ωB97M-V/def2-TZVPD) for a 2-piece molecular cluster, C4H10Br2N overall at a distorted geometry.

## Properties
- E (eV) = -145874.621
- total charge = +1
- gap between HOMO and LUMO (spin up / spin down) (Ha) = 0.2932 / 0.2936
- HOMO level (spin up / spin down) (eV) = -12.14 / -12.15

Structure (XYZ):
```
17
Properties=species:S:1:pos:R:3:nbo_charge:R:1
C -1.3823 0.6648 2.0654 -0.75
C 1.4045 -0.1863 -0.7794 -0.31
C -1.4235 -0.1588 0.8998 -0.07
C 0.3059 0.9276 -0.5125 -0.42
N 0.8421 -1.0800 -1.8124 -0.69
Br -0.6664 -1.9560 0.9498 0.04
Br 1.0260 2.3086 0.5333 0.10
H -2.3767 0.4792 2.6936 0.28
H -0.5412 0.2888 2.6030 0.25
H -1.3473 1.7170 1.9920 0.28
H 1.6392 -0.5243 0.2042 0.26
H 2.3261 0.1235 -1.2759 0.23
H -1.9745 -0.1255 -0.0172 0.22
H -0.0642 1.4059 -1.4602 0.21
H 0.7546 -0.6663 -2.8112 0.46
H -0.0781 -1.4713 -1.5843 0.45
H 1.5559 -1.7469 -1.6882 0.45
```

***

5.
Density functional theory data (ωB97M-V/def2-TZVPD) for C4H10Br2NSi as an isolated structure at a distorted geometry.

## Properties
- E (eV) = -153752.239
- total charge = +1
- gap between HOMO and LUMO (Ha) = 0.3498
- HOMO level (eV) = -13.29

Structure (XYZ):
```
18
Properties=species:S:1:pos:R:3:nbo_charge:R:1
C 1.7651 -0.9946 0.5243 -0.12
C -0.7675 0.8045 0.1085 -0.34
C -0.0717 -0.3670 0.3060 -0.12
C -0.0792 2.1230 0.1623 -0.65
N 1.7883 -2.0052 -0.5462 -0.76
Si -2.7604 0.7329 -0.0647 0.84
Br 3.1833 0.3562 0.0344 0.10
Br -0.9214 -2.1438 0.0981 0.03
H 1.7363 -1.2803 1.5902 0.27
H 0.9059 2.0400 0.5745 0.23
H -0.7178 2.8292 0.7216 0.24
H -0.0533 2.5082 -0.8941 0.25
H 2.7572 -2.1254 -0.7223 0.45
H 1.2897 -1.3627 -1.2083 0.49
H 1.1994 -2.8353 -0.2962 0.48
H -3.0178 -0.2825 1.0673 -0.11
H -2.9448 -0.0839 -1.2706 -0.14
H -3.2915 2.0869 -0.1846 -0.11
```

***

6.
Density functional theory data (ωB97M-V/def2-TZVPD) for C4H10Cl2NP in the gas phase at a distorted geometry.

## Properties
- SMILES = CN=P(Cl)(Cl)C(C)C
- E (eV) = -40133.921
- total charge = 0
- gap between HOMO and LUMO (Ha) = 0.3392
- HOMO level (eV) = -9.39

Structure (XYZ):
```
18
Properties=species:S:1:pos:R:3:nbo_charge:R:1
C -1.8727 -1.8723 1.4301 -0.42
N -1.0991 -0.8090 0.8571 -1.03
P 0.2903 -0.2352 0.8850 1.69
Cl 0.4493 1.4825 2.4808 -0.43
Cl 1.7351 -1.7152 1.3283 -0.30
C 0.9089 0.7165 -0.6200 -0.49
C 0.0093 1.9459 -0.7279 -0.65
C 1.0874 -0.2426 -1.8215 -0.62
H -1.4923 -2.8918 1.6038 0.20
H -2.8659 -1.9746 0.9617 0.21
H -1.9987 -1.4716 2.4810 0.20
H 1.9300 1.0493 -0.4802 0.25
H -0.0990 2.4466 0.2881 0.26
H 0.4935 2.7184 -1.3354 0.22
H -0.9710 1.8925 -1.1104 0.23
H 0.0487 -0.4662 -2.0443 0.23
H 1.8096 -1.0124 -1.6497 0.23
H 1.6366 0.4391 -2.5264 0.22
```

***

7.
Density functional theory data (ωB97M-V/def2-TZVPD) for C4H10Cl4Hg2O2 as an isolated structure at a distorted geometry.

## Properties
- E (eV) = -66814.580
- total charge = +2
- gap between HOMO and LUMO (Ha) = 0.0755
- HOMO level (eV) = -14.66

Structure (XYZ):
```
22
Properties=species:S:1:pos:R:3:nbo_charge:R:1
Hg 4.3923 -3.9856 -24.6276 0.54
Hg 0.1106 -5.8791 -21.4969 0.50
C -0.0107 -1.5106 -23.7942 -0.33
O 0.8339 -2.5584 -23.4447 -0.09
H 0.4388 -0.5317 -23.9609 0.23
H -0.3987 -1.8019 -24.7702 0.35
H -0.8577 -1.5177 -23.1082 0.30
C 4.5757 -8.6339 -22.8069 -0.35
O 3.8162 -7.4191 -22.7734 -0.08
H 4.5439 -9.0225 -23.8248 0.27
H 5.5779 -8.5070 -22.3975 0.25
H 4.0711 -9.3608 -22.1704 0.35
C -0.0307 -4.3995 -29.8479 -0.34
Cl -1.5557 -4.9095 -30.5955 0.02
Cl 0.2436 -5.5510 -28.3858 -0.12
H 0.8511 -4.3844 -30.4885 0.23
H -0.2703 -3.4060 -29.4688 0.22
C -5.7730 -2.1172 -20.1988 -0.38
Cl -6.8648 -3.0596 -21.1958 0.02
Cl -4.3555 -3.1489 -19.7293 -0.06
H -5.2946 -1.3427 -20.7983 0.22
H -6.2927 -1.7725 -19.3048 0.24
```

***

8.
Density functional theory data (ωB97M-V/def2-TZVPD) for C4H10ClN3 in the gas phase at a distorted geometry.

## Properties
- SMILES = [H]/N=C(/CCl)NCCN
- E (eV) = -21300.544
- total charge = 0
- gap between HOMO and LUMO (Ha) = 0.3677
- HOMO level (eV) = -9.24

Structure (XYZ):
```
18
Properties=species:S:1:pos:R:3:nbo_charge:R:1
H -0.7595 2.6996 -0.6686 0.36
N -1.5133 1.9820 -0.7546 -0.74
C -1.3590 0.8326 -0.1354 0.41
C -2.5884 0.0560 0.2608 -0.37
Cl -2.4970 -1.7916 -0.1404 -0.12
N -0.2786 0.2064 0.3868 -0.63
C 1.1224 0.5876 0.1968 -0.23
C 2.0981 -0.6453 0.3242 -0.24
N 1.7430 -1.6738 -0.7134 -0.85
H -2.7637 0.1306 1.3699 0.23
H -3.4347 0.5107 -0.1963 0.24
H -0.3943 -0.6231 1.1174 0.41
H 0.9854 0.9878 -0.9050 0.21
H 1.4496 1.3107 0.9164 0.19
H 3.1721 -0.5118 0.3561 0.22
H 1.9038 -1.1821 1.3129 0.18
H 2.5086 -1.4122 -1.5615 0.35
H 0.6055 -1.4642 -1.1661 0.38
```

***

Computed energy above the lowest of the compared OMol25 structures with the same formula, charge and spin, in the same sequence as the records: 152.7; 295.1; 47.7; 276.1; 147.9; 124.6; 621.8; 212.1 kJ/mol.